18
Properties=species:S:1:pos:R:3:forces:R:3 method="wB97M-V/def2-TZVPD" spin_multiplicity=1 total_charge=+1 e_lumo_ev=-3.1174 gap_ev=11.3 homo_energy_ev=-14.39 smiles="C[C@H]([NH3+])CC(N)=O"
H 1.003 -1.012 -2.234 -0.01 0.04 0.07
H -1.577 -0.656 0.358 -0.07 -0.13 0.09
C -0.030 -0.682 -2.099 -0.17 0.65 -0.40
N -0.893 -0.170 2.791 -0.11 0.72 -0.14
O 0.555 1.232 1.761 -0.47 0.96 -0.24
C -0.166 0.216 -0.894 1.32 0.72 1.94
H -0.347 -0.147 -2.996 0.12 -0.12 -0.07
H -0.075 -1.479 0.408 0.45 -0.11 0.69
C -0.277 0.342 1.716 1.33 -1.67 0.11
H 1.908 0.300 -0.321 -0.06 0.13 -0.14
N 1.214 0.931 -0.733 -0.50 -0.64 -0.33
H -1.179 -1.117 2.773 -0.61 -0.61 0.01
H 1.525 1.229 -1.655 0.16 0.20 0.08
H -0.819 1.086 -0.907 -0.33 -0.19 -0.90
C -0.502 -0.482 0.447 -0.92 0.27 -1.50
H -0.814 0.280 3.682 0.26 0.13 0.26
H 1.091 1.698 -0.072 0.17 0.17 0.31
H -0.616 -1.571 -2.024 -0.56 -0.50 0.15

89
Properties=species:S:1:pos:R:3:forces:R:3 method="wB97M-V/def2-TZVPD" spin_multiplicity=2 total_charge=+2 s_squared=0.76 e_lumo_ev="-4.6484 / -4.5876" gap_ev="7.5 / 6.9" homo_energy_ev="-12.16 / -11.46"
O -0.767 -1.974 0.076 -0.37 -0.20 0.24
C 2.315 0.619 1.001 -0.27 -0.25 -0.14
C 0.774 -0.087 -3.072 -0.04 0.02 0.10
C 3.660 0.720 1.176 0.14 0.11 -0.08
C -0.530 -0.545 -5.023 -0.24 -0.07 -0.10
C -1.941 -1.901 2.499 -0.11 -0.11 0.16
C 3.912 0.423 -1.168 -0.01 0.01 -0.13
V -0.318 0.046 -0.261 -0.58 0.76 0.35
H 0.875 2.588 0.898 -0.02 -0.04 0.05
H -0.636 -0.603 -6.098 -0.02 0.00 0.02
H 1.649 0.718 1.843 -0.04 -0.08 -0.05
H -4.012 0.903 -0.204 0.05 0.03 0.00
H 5.567 0.661 0.143 -0.02 0.00 0.02
H 2.720 0.334 -3.267 -0.04 0.00 0.04
H -5.470 0.737 1.728 0.00 -0.02 0.00
N -0.255 -0.327 -2.262 -0.29 -0.25 -0.75
H 1.512 0.068 -5.096 -0.02 0.00 0.00
H -2.207 -1.032 -2.150 0.03 0.05 0.06
H 4.059 0.906 2.163 0.02 -0.01 -0.02
H -2.673 1.310 -2.076 0.02 0.02 0.01
H 0.329 4.028 0.051 0.03 0.02 0.00
H -3.362 -4.558 2.661 -0.01 0.00 -0.01
C -1.756 2.961 -1.022 0.09 -0.04 0.02
H 1.216 -4.315 4.730 -0.03 -0.01 0.02
H -1.432 3.982 -1.231 0.00 0.01 -0.05
O -2.768 -0.623 0.201 -0.17 0.00 -0.06
N 1.702 0.387 -0.205 0.92 0.17 0.24
C -0.007 3.124 0.565 0.05 -0.02 -0.20
C -1.589 -5.036 0.569 0.07 -0.07 0.08
O -0.615 0.285 1.878 0.47 -0.41 0.37
C 2.511 0.343 -1.269 -0.26 -0.03 -0.19
N 2.007 0.240 -2.559 0.16 0.04 0.03
H 3.193 -1.401 3.465 -0.02 -0.02 -0.02
H -2.554 -1.216 -4.567 0.02 -0.01 -0.03
O -0.630 2.273 -0.431 -0.12 -0.23 0.36
C -3.024 -4.574 0.524 0.04 0.13 -0.12
C -4.571 0.121 1.703 -0.13 0.01 0.05
C 1.510 -2.739 3.351 -0.06 0.18 -0.12
C -3.841 -4.907 1.745 -0.02 -0.02 0.10
C 4.491 0.602 0.052 0.07 0.02 0.16
H -4.676 -1.127 -1.543 0.01 0.03 0.00
H -1.406 2.148 -2.991 -0.01 0.02 0.02
H -1.441 1.277 4.118 0.00 0.00 -0.03
H -2.562 3.014 -0.286 -0.01 0.00 0.01
H -4.840 -4.479 1.680 0.01 0.00 -0.01
H -2.982 2.906 -2.752 0.01 -0.02 0.01
H -3.944 -5.990 1.821 0.01 0.00 -0.01
C -2.114 0.183 5.850 -0.06 -0.02 0.07
C -1.605 -0.880 -4.177 0.17 -0.04 -0.25
H -5.360 -1.836 -0.070 0.03 0.02 0.00
C -1.414 -0.775 -2.839 0.22 0.06 0.28
H -2.630 1.030 6.305 0.01 -0.01 0.00
H -3.508 -4.966 -0.367 -0.03 0.06 -0.04
H -6.012 -0.327 -0.717 -0.01 -0.04 0.01
H 3.207 -2.713 4.647 0.00 0.01 -0.01
P -2.128 -1.977 0.711 0.34 0.12 -0.24
O -3.100 -3.097 0.294 -0.20 -0.26 0.07
H -1.818 -2.904 2.910 -0.05 0.03 0.03
H 0.519 0.854 6.419 -0.02 0.01 -0.01
H -2.855 -0.409 5.309 0.02 0.01 0.00
H -1.639 4.247 1.470 0.00 -0.01 -0.01
H -3.799 0.635 2.277 0.01 0.01 -0.02
H -0.369 2.349 6.102 0.01 -0.01 0.00
H -4.821 -0.830 2.180 0.01 0.00 -0.02
C 0.597 -3.587 4.203 0.00 -0.07 0.07
H -1.450 2.589 2.077 0.05 -0.01 -0.02
C -0.916 3.472 1.724 -0.05 0.05 0.10
P -0.484 -0.888 2.824 -0.01 0.49 -0.60
H -2.824 -1.435 2.937 0.00 -0.08 0.09
C -4.152 -0.068 0.266 0.27 -0.06 0.00
H -1.579 -6.127 0.576 0.01 0.00 0.02
C -1.025 0.688 4.937 0.03 -0.20 -0.14
H -1.695 -0.429 6.649 0.00 0.01 -0.02
H -1.079 -4.698 1.476 -0.02 0.01 -0.04
O 0.766 -1.745 2.538 0.16 -0.26 -0.15
C -2.222 2.282 -2.279 -0.07 0.00 -0.10
H 2.114 -1.342 4.876 0.01 -0.03 -0.02
C 2.567 -1.996 4.129 0.06 0.00 0.14
C 0.656 -0.165 -4.475 0.17 0.04 0.10
H 0.066 -3.001 4.954 0.02 0.03 -0.01
H -0.308 3.854 2.546 -0.02 0.01 -0.02
H -0.117 -4.156 3.606 0.03 0.03 -0.02
H 4.513 0.343 -2.064 -0.01 0.01 0.02
H 0.834 1.780 4.939 -0.02 -0.01 -0.01
C 0.060 1.460 5.638 0.06 0.06 0.08
H -1.025 -4.695 -0.298 -0.03 0.00 -0.01
H 1.965 -3.358 2.581 0.05 0.01 -0.02
O -0.366 -0.499 4.320 -0.36 0.30 0.30
C -5.097 -0.901 -0.563 -0.12 -0.01 0.00

12
Properties=species:S:1:pos:R:3:forces:R:3 method="wB97M-V/def2-TZVPD" spin_multiplicity=1 e_lumo_ev=0.3108 gap_ev=11.0 homo_energy_ev=-10.70 smiles=O.O.O.O
O -1.832 0.617 -2.345 -0.07 -0.08 0.13
H 0.729 -2.821 1.393 0.06 0.10 0.12
O 0.947 -2.140 2.043 -0.04 -0.27 -0.13
O -0.249 0.118 0.736 0.03 -0.20 0.26
H 0.245 -0.558 1.238 -0.18 0.28 -0.11
H -1.169 0.345 -2.986 0.02 0.08 0.05
H 1.568 2.288 -1.029 -0.08 0.00 -0.02
H -1.313 0.967 -1.609 0.04 0.01 -0.26
H 1.169 -2.620 2.849 -0.03 0.14 -0.06
H -1.127 0.135 1.134 0.11 0.01 -0.07
O 0.622 2.126 -1.093 -0.10 -0.30 0.47
H 0.410 1.544 -0.330 0.23 0.25 -0.37

114
Properties=species:S:1:pos:R:3:forces:R:3 method="wB97M-V/def2-TZVPD" spin_multiplicity=2 total_charge=+3 s_squared=0.76 e_lumo_ev="-8.2761 / -8.5655" gap_ev="6.8 / 6.8" homo_energy_ev="-15.07 / -15.36"
C 4.380 0.759 -0.096 0.00 0.09 -0.10
H 3.823 -2.465 2.062 -0.04 0.03 0.00
C 3.171 -2.046 -0.739 -0.04 -0.13 0.02
C -3.396 0.065 0.934 -0.09 -0.03 0.00
H 0.021 -4.705 6.003 -0.01 0.04 -0.02
H -4.703 -1.639 -2.263 0.01 0.02 0.02
C -2.898 0.826 -4.049 -0.01 -0.11 0.03
H -2.597 -5.643 -0.341 0.03 0.04 0.00
H 1.590 -2.352 3.643 0.03 0.03 -0.03
H -2.753 -0.862 4.005 -0.01 0.00 -0.03
H -2.306 -3.892 -2.903 -0.01 0.02 -0.02
H -4.299 1.674 -0.162 0.00 -0.01 0.00
C 1.697 4.122 -0.841 -0.07 -0.08 0.14
C -4.345 -1.814 -3.275 0.06 0.02 -0.06
N -0.769 -1.819 4.638 0.00 0.05 0.06
O -2.005 -0.979 -1.880 -0.39 -0.26 -0.17
C -0.431 -2.525 5.702 0.01 -0.12 -0.08
H -3.358 0.802 -5.038 0.01 -0.02 0.00
C -1.626 2.437 -0.452 -0.01 -0.02 0.08
C 0.178 4.507 -3.140 -0.02 0.00 -0.02
H 1.990 2.433 1.632 0.02 0.01 0.01
N -2.331 3.432 -1.009 -0.09 0.07 -0.04
N 0.651 -1.772 1.850 0.00 0.27 0.07
C 0.464 3.226 -2.703 0.13 -0.04 -0.13
H -0.601 -3.366 -2.792 0.03 0.02 -0.04
C -1.536 -3.787 -0.914 0.11 0.04 0.06
H 0.284 1.668 4.816 0.00 0.01 -0.01
H 3.965 -0.634 -6.106 0.00 0.00 0.02
N -2.180 -0.497 0.855 0.02 -0.22 0.06
N -1.311 -3.046 1.110 0.14 -0.04 -0.02
H -4.272 -2.884 -3.458 0.02 0.00 0.01
H -0.054 0.280 3.797 0.00 0.01 0.00
H 0.420 6.608 -2.761 0.01 -0.02 0.01
H -3.574 1.340 -3.366 0.01 0.00 0.03
H -1.265 -2.759 -4.723 0.01 -0.06 0.05
C -2.141 -4.707 -0.063 -0.06 -0.07 -0.01
C 1.710 -2.117 2.596 0.02 -0.10 -0.01
C -0.247 -3.888 5.352 0.02 0.03 0.08
H -5.034 -1.378 -3.998 0.01 0.00 -0.01
H -1.048 -5.042 -2.533 -0.01 0.00 0.00
As -2.622 -0.996 -3.481 -0.15 0.05 0.01
C 2.823 -2.172 1.787 0.00 -0.09 0.03
H -2.477 3.438 -2.004 0.03 0.02 -0.01
N -1.834 -0.899 2.120 -0.14 0.02 -0.02
C 3.624 1.343 -3.386 0.02 0.06 0.10
C -0.511 1.810 1.626 -0.02 0.07 -0.10
H -0.521 4.288 2.758 0.00 -0.01 -0.01
H 4.575 0.299 -1.054 0.02 0.00 0.00
C 4.130 0.870 -4.584 -0.01 -0.05 -0.04
H 1.785 6.262 -0.729 0.00 -0.01 0.00
C -1.985 -4.194 1.201 -0.03 -0.03 0.06
H 5.992 1.503 2.787 -0.02 -0.01 -0.01
N -1.271 1.369 -1.102 -0.32 -0.16 0.15
As 1.728 1.202 -1.145 -0.16 -0.49 0.15
H 2.332 3.990 0.026 0.00 0.01 -0.03
C 3.957 2.017 2.340 -0.02 0.01 0.01
C 5.402 0.823 0.839 0.00 0.04 0.06
C 0.633 5.605 -2.414 0.04 0.02 0.06
C 2.489 -0.905 -4.586 -0.02 -0.03 -0.04
B -0.844 -2.098 2.220 0.07 -0.13 0.04
H 0.721 -2.006 7.428 -0.01 -0.01 0.00
H 3.801 2.534 3.279 0.00 -0.01 -0.02
C 0.389 1.276 3.809 -0.03 0.01 -0.01
H 3.104 -1.224 -1.437 0.00 0.02 -0.02
C 3.563 -0.257 -5.175 0.03 0.01 -0.01
H -1.939 1.338 -4.134 0.02 0.00 -0.02
C 2.931 1.950 1.408 0.00 0.02 0.02
H -2.524 -1.985 -5.712 -0.01 0.03 -0.01
H -0.441 -4.786 3.337 -0.01 0.03 0.03
C -1.361 -4.010 -2.372 -0.03 -0.01 -0.02
C 5.190 1.445 2.062 0.02 -0.03 -0.03
C 1.214 3.024 -1.543 0.11 0.08 -0.05
H -2.405 4.328 -0.554 0.02 0.01 -0.03
H -0.988 -1.128 -5.374 0.01 0.02 0.01
W -0.496 -0.578 -0.575 1.02 1.20 -0.50
N -0.321 2.179 2.889 0.06 0.06 0.08
N -0.848 -2.698 3.593 -0.03 0.02 -0.08
C -2.829 -0.590 2.965 0.01 0.00 0.04
N -1.050 -2.749 -0.198 -0.24 -0.29 -0.02
H -0.536 -0.834 6.993 0.01 -0.01 0.01
C -1.730 -1.818 -4.980 -0.06 0.09 0.08
H -5.204 0.177 -0.152 0.00 0.00 0.00
C 3.131 1.310 0.184 0.04 0.02 -0.07
H 6.370 0.400 0.605 -0.01 0.00 0.00
H -3.759 0.310 -1.162 0.02 0.01 -0.03
C -0.294 -1.894 7.045 0.00 0.03 0.01
H 4.059 2.218 -2.917 0.01 0.00 -0.01
C 1.396 5.411 -1.272 -0.07 0.05 -0.07
H 0.787 0.399 1.670 -0.02 -0.07 0.02
N -1.352 2.608 0.875 -0.04 -0.05 0.02
H -2.303 -4.574 2.158 0.00 0.01 -0.03
H 1.454 1.221 3.573 0.01 0.00 0.00
H -1.820 3.364 1.347 -0.03 0.00 0.01
H 2.055 -1.782 -5.051 0.01 0.02 0.01
N 1.060 -1.573 0.551 -0.09 0.12 0.35
C -0.827 3.458 3.397 -0.02 -0.02 0.01
C -4.196 0.589 -0.213 0.03 0.05 0.06
H -1.620 1.386 -2.049 0.19 0.07 -0.10
C -3.830 0.038 2.261 -0.02 0.04 0.04
C 1.974 -0.418 -3.387 0.03 -0.02 0.06
H -0.398 3.635 4.377 0.02 0.00 0.01
H -0.966 -2.366 7.762 0.00 0.00 0.00
H -4.772 0.397 2.643 0.03 -0.02 -0.02
H -0.371 4.660 -4.062 0.02 -0.01 0.01
H -1.914 3.444 3.512 0.00 -0.01 0.00
H 2.825 -2.942 -1.258 0.00 0.00 0.01
H 0.163 2.371 -3.303 0.01 0.02 -0.01
C 2.374 -1.867 0.504 0.10 -0.07 -0.13
H 4.216 -2.188 -0.472 0.00 -0.01 -0.01
H 4.966 1.367 -5.057 -0.01 0.01 0.01
C 2.558 0.679 -2.782 -0.01 0.17 0.00
C -0.501 -3.949 4.014 0.01 -0.02 -0.05
S 0.541 -1.206 -2.719 -0.13 -0.23 -0.10
N 0.083 0.794 1.060 -0.04 -0.11 0.13

Table of relative energy (zero: lowest compared OMol25 entry of this formula, charge and spin) (kJ/mol), in record order: 50.2 54.2 63.0 0.0
Table of total energy (eV), in record order: -9348.33687 -91856.75441 -8320.02310 -199809.60463